1.
Formula: C7H11N2S
Source: the OMol25 dataset
Level of theory: the ωB97M-V functional and the def2-TZVPD basis

```
21
Properties=species:S:1:pos:R:3:forces:R:3:lowdin_charge:R:1
C -1.964 -1.297 0.046 1.86 1.12 -0.72 -0.090
C -3.300 -1.190 -0.132 2.13 2.62 0.10 -0.239
C -2.148 0.998 -0.088 2.15 0.55 1.72 -0.405
C 2.320 -0.535 0.143 -1.30 0.47 0.48 -0.119
C 2.219 1.001 0.028 0.84 0.57 1.25 -0.154
C 0.850 -0.964 -0.098 0.84 -1.31 0.20 -0.195
C 0.765 1.411 0.105 -1.70 -0.29 0.51 -0.164
N -1.326 -0.024 0.064 1.18 -0.30 1.19 -0.083
N 0.182 0.131 0.562 -3.90 -0.36 -1.05 -0.027
S -3.721 0.544 -0.249 -1.17 -1.66 -0.15 1.145
H -1.195 -2.102 -0.025 -1.75 0.27 0.33 0.127
H -3.916 -1.994 -0.326 -1.60 -1.19 -0.26 0.067
H -1.749 1.985 0.254 -0.82 -0.69 -0.95 0.134
H 3.004 -0.909 -0.578 0.44 -0.54 -0.52 0.107
H 2.632 -0.817 1.135 0.13 -0.21 0.29 0.113
H 2.863 1.564 0.757 -0.72 -0.71 -0.58 0.142
H 2.529 1.290 -0.917 1.02 0.56 -1.86 0.087
H 0.640 -1.007 -1.200 0.04 -0.09 0.81 0.148
H 0.493 -1.909 0.448 1.22 1.13 -1.03 0.133
H 0.600 2.127 0.935 -0.13 0.00 -0.84 0.131
H 0.222 1.696 -0.862 1.24 0.04 1.07 0.144
```
Positions in Å, forces in eV/Å.

## Properties
Energy above the lowest of the compared OMol25 structures with the same formula, charge and spin (kJ/mol): 217.5
Net charge: +1
E_HOMO (eV): -13.9
Kohn-Sham gap (eV): 9.8


2.
Formula: C6H12Br6
Source: the OMol25 dataset
Level of theory: the ωB97M-V functional and the def2-TZVPD basis

```
24
Properties=species:S:1:pos:R:3:forces:R:3:mulliken_spin:R:1
Br 3.409 25.828 14.518 0.18 -0.74 -1.00 0.000
C 3.246 25.134 12.660 -1.29 0.32 -0.54 0.000
C 4.180 24.059 12.125 0.15 0.37 1.14 0.000
Br 4.145 22.401 13.288 0.24 1.20 -0.86 0.000
H 3.256 26.042 12.056 0.86 0.02 -0.06 0.000
H 2.207 24.860 12.473 -0.06 -0.46 0.83 0.000
H 5.172 24.506 12.075 0.25 -0.67 0.26 0.000
H 3.904 23.745 11.118 -0.23 -0.01 0.25 0.000
Br 9.600 23.622 16.334 -0.45 -0.14 -0.08 0.033
C 8.096 23.669 15.041 0.70 0.17 -0.71 -0.001
C 8.529 24.415 13.782 -0.44 -0.79 -0.66 -0.001
Br 10.017 23.432 12.817 -0.89 0.93 0.83 0.007
H 7.232 24.094 15.552 0.23 0.21 -0.09 0.001
H 7.857 22.657 14.713 0.24 -0.11 0.56 0.002
H 8.680 25.493 13.839 0.63 -0.30 0.29 0.000
H 7.706 24.276 13.082 -0.03 0.01 -0.04 0.000
Br 10.586 22.351 21.937 0.02 0.84 -2.20 0.144
C 10.428 23.004 20.014 1.28 -1.11 -0.53 0.016
C 11.516 24.025 19.562 -0.90 0.00 1.26 -0.012
Br 13.365 23.444 19.649 -0.84 0.00 0.21 0.723
H 9.426 23.350 19.762 0.13 0.46 0.57 0.004
H 10.613 22.188 19.315 -0.33 -0.73 0.61 0.012
H 11.424 24.763 20.359 0.66 0.69 -0.07 0.069
H 11.377 24.491 18.587 -0.08 -0.14 0.02 0.004
```
Positions in Å, forces in eV/Å.

## Properties
Spin multiplicity: 2
Energy above the lowest of the compared OMol25 structures with the same formula, charge and spin (kJ/mol): 93.5
Net charge: +1
E_HOMO (alpha / beta) (eV): -12.0 / -12.0
Kohn-Sham gap (alpha / beta) (eV): 8.0 / 1.9


3.
Formula: C5H11PS
Source: the OMol25 dataset
Level of theory: the ωB97M-V functional and the def2-TZVPD basis

```
18
Properties=species:S:1:pos:R:3:forces:R:3:lowdin_charge:R:1
S -3.331 -0.660 0.330 -1.44 0.95 1.02 0.311
P -2.091 0.274 -1.059 0.19 -0.01 -0.76 0.542
C -0.624 0.110 0.026 -0.54 1.37 1.01 -0.668
C 0.442 1.202 -0.234 1.08 -3.25 -2.15 -0.213
C 1.793 0.544 0.106 0.94 -2.47 0.39 -0.165
C 1.473 -1.041 0.283 0.97 1.70 0.43 -0.200
C 0.068 -1.223 -0.265 0.84 -1.07 -0.01 -0.263
H -3.389 0.528 1.078 -0.11 -1.53 -0.43 -0.146
H -2.488 1.580 -0.710 0.12 0.17 -0.06 -0.092
H -1.124 0.276 1.048 1.50 -0.83 -1.05 0.082
H 0.330 2.074 0.284 -0.73 2.39 1.16 0.070
H 0.421 1.345 -1.334 0.12 0.53 0.49 0.107
H 2.280 0.818 1.057 -0.45 0.52 -0.42 0.097
H 2.603 0.555 -0.665 -0.91 0.65 0.36 0.103
H 2.338 -1.570 -0.157 -0.88 -0.27 -0.07 0.103
H 1.447 -1.305 1.337 0.21 0.13 0.27 0.092
H 0.233 -1.384 -1.363 -0.93 0.10 0.71 0.119
H -0.383 -2.125 0.235 0.02 0.91 -0.87 0.120
```
Positions in Å, forces in eV/Å.

## Properties
Structure (SMILES): SPC1CCCC1
Energy above the lowest of the compared OMol25 structures with the same formula, charge and spin (kJ/mol): 75.2
E_HOMO (eV): -9.0
Kohn-Sham gap (eV): 9.7


4.
Formula: C14H36CaCuN2O6
Source: the OMol25 dataset
Level of theory: the ωB97M-V functional and the def2-TZVPD basis

```
60
Properties=species:S:1:pos:R:3:forces:R:3:lowdin_charge:R:1
Cu -1.057 1.511 0.413 1.15 -0.74 -0.93 0.442
Ca -0.822 -1.653 1.219 1.29 2.03 -0.85 1.497
C 0.432 0.092 -1.611 1.27 0.02 0.57 -0.295
O -0.562 -0.477 -0.826 -1.29 -0.33 1.26 -0.501
H 0.786 1.017 -1.157 0.11 0.44 -0.19 0.045
H 1.330 -0.526 -1.639 0.37 -0.48 0.19 0.055
H 0.288 0.279 -2.675 -1.07 0.08 -0.14 0.072
C 1.933 0.536 2.116 -0.82 -0.68 -0.59 -0.286
O 0.531 0.178 2.193 0.28 -0.14 -1.21 -0.521
H 2.540 -0.177 2.674 0.00 0.34 0.78 0.057
H 2.450 0.492 1.158 -0.67 -0.67 -1.17 0.046
H 2.198 1.579 2.288 -0.49 0.20 1.26 0.045
C -4.111 -2.920 0.594 0.23 -0.38 1.06 -0.046
O -2.656 -3.073 0.492 -1.11 -0.69 -1.22 -0.326
C -2.305 -3.984 -0.593 1.04 -0.10 -0.77 -0.160
C -0.773 -3.904 -0.815 -1.50 -0.11 -0.84 -0.217
N -0.022 -3.820 0.403 1.91 0.98 -0.19 -0.150
C 1.426 -3.740 0.032 -0.58 0.48 0.21 -0.192
C 2.167 -3.819 1.281 3.35 -0.14 0.73 -0.252
O 2.343 -5.171 1.684 -1.25 -1.07 1.31 -0.173
C 2.191 -5.511 3.080 -0.25 1.15 0.20 -0.075
H -4.310 -2.019 1.175 0.14 -0.08 0.05 0.090
H -4.485 -3.790 1.133 -0.04 0.07 0.16 0.097
H -4.723 -2.859 -0.306 0.85 0.10 -0.59 0.099
H -2.796 -3.644 -1.505 0.01 0.27 0.00 0.127
H -2.584 -5.037 -0.544 -0.53 0.03 1.26 0.130
H -0.687 -3.010 -1.433 0.77 0.45 0.46 0.113
H -0.312 -4.690 -1.414 -0.83 -0.45 -0.33 0.135
H 0.059 -4.663 0.952 -1.17 -0.60 0.03 0.126
H 1.721 -2.816 -0.465 -0.54 0.14 -0.22 0.132
H 1.792 -4.587 -0.548 -0.49 -0.09 -0.47 0.142
H 1.893 -3.078 2.032 -0.44 -0.32 0.46 0.127
H 3.195 -3.572 1.015 0.21 0.71 0.05 0.137
H 2.605 -6.483 3.346 0.21 0.15 -0.62 0.093
H 1.164 -5.494 3.446 -0.56 -0.27 -0.57 0.075
H 2.619 -4.740 3.721 0.70 0.00 -0.10 0.084
C 3.215 5.623 -1.449 -1.50 0.73 1.15 -0.035
O 2.044 5.457 -0.542 0.90 -0.55 -1.15 -0.185
C 2.089 4.286 0.249 -0.36 0.27 2.23 -0.240
C 0.715 3.989 0.858 -0.53 -0.56 -0.94 -0.159
N -0.132 3.569 -0.286 -0.25 -0.28 0.05 -0.074
C -1.473 4.106 -0.202 -0.97 -0.55 -0.37 -0.207
C -2.341 3.722 -1.408 -0.87 -0.79 -0.14 -0.171
O -2.236 2.304 -1.690 0.30 0.36 1.56 -0.244
C -3.161 1.744 -2.631 1.36 0.91 -0.73 -0.062
H 3.062 6.488 -2.094 -0.85 -0.22 -0.16 0.081
H 3.296 4.723 -2.059 0.69 0.05 0.29 0.091
H 4.034 6.023 -0.850 0.55 -1.13 0.09 0.088
H 2.744 4.346 1.118 0.53 0.70 0.03 0.123
H 2.401 3.328 -0.166 0.05 0.17 -1.18 0.122
H 0.139 4.738 1.403 0.80 0.74 0.04 0.124
H 0.791 3.145 1.544 0.33 -0.07 0.09 0.093
H 0.302 3.988 -1.096 0.10 -0.24 -0.45 0.116
H -1.513 5.189 -0.089 0.05 0.25 0.02 0.133
H -1.885 3.673 0.709 -0.54 0.07 0.29 0.114
H -2.149 4.394 -2.244 0.73 -0.40 -0.53 0.128
H -3.409 3.886 -1.265 -0.11 0.37 0.75 0.120
H -2.610 1.939 -3.551 -0.73 -0.30 -0.69 0.095
H -4.127 2.248 -2.658 -0.06 -0.02 0.25 0.089
H -3.254 0.664 -2.517 0.09 0.20 0.45 0.088
```
Positions in Å, forces in eV/Å.

## Properties
Net charge: +1
E_HOMO (eV): -10.6
Kohn-Sham gap (eV): 7.5


5.
Formula: C36H68N9O19PSSi
Source: the OMol25 dataset
Level of theory: the ωB97M-V functional and the def2-TZVPD basis

```
135
Properties=species:S:1:pos:R:3:forces:R:3:lowdin_charge:R:1
C 6.522 -3.160 -0.353 0.22 -0.42 0.47 -0.139
C 5.265 -2.382 0.415 -0.29 -1.04 -0.60 -0.232
C 4.932 -0.899 -0.259 -0.77 -0.70 0.06 -0.220
C 4.834 0.320 0.832 0.66 0.38 -0.27 -0.216
C 5.074 1.828 0.154 -1.38 -0.58 -0.70 -0.197
C 3.754 2.260 -0.778 0.28 -1.17 0.22 -0.208
C 4.184 3.118 -2.123 -0.90 0.69 1.21 -0.199
C 2.938 4.115 -2.508 0.72 1.11 -0.75 -0.221
C 2.024 3.616 -3.777 -1.00 0.29 0.28 -0.209
C 1.832 1.989 -3.894 -0.46 -0.14 -0.73 -0.205
C 0.270 1.532 -4.212 0.30 -0.58 0.28 -0.194
C -0.713 1.582 -2.895 -2.66 -0.35 2.90 -0.067
C -0.490 2.527 -1.561 -3.19 -2.38 0.08 0.017
C -1.552 2.509 -0.278 -0.86 -2.37 -3.37 0.015
C -2.918 1.573 -0.292 2.48 -0.15 -2.98 -0.123
C -4.038 1.503 0.903 -0.37 -0.52 -1.11 -0.153
C -4.291 2.914 1.702 -0.94 0.43 -1.29 -0.250
O -4.562 2.776 3.141 2.66 -0.23 -1.16 -0.274
Si -3.104 2.475 4.075 -0.70 -0.05 1.23 0.497
C -3.517 2.992 5.922 -0.28 -0.08 -0.02 -0.208
C -2.646 0.581 4.141 0.18 -0.98 -0.15 -0.209
C -1.566 3.504 3.545 1.30 0.46 -0.31 -0.215
C -3.137 0.627 -1.620 3.60 1.67 -0.64 -0.318
C -2.051 0.607 -2.893 1.11 2.54 3.21 -0.142
N -2.235 -0.295 -4.095 -1.92 -0.66 2.19 -0.047
C -2.544 -1.734 -3.697 -0.63 -4.12 0.88 -0.155
C -1.695 -2.988 -4.362 -3.43 -0.19 3.48 0.019
C -2.076 -4.520 -3.871 -1.66 2.50 0.96 -0.071
C -3.287 -4.871 -2.789 0.89 4.10 -0.96 -0.073
C -4.130 -3.632 -2.125 4.14 0.89 -2.29 -0.324
P -5.559 -3.844 -0.825 0.10 -0.37 1.11 0.909
O -5.288 -5.457 -0.138 2.39 3.12 -0.61 -0.356
O -5.279 -2.772 0.563 1.96 -2.93 -1.35 -0.381
C -3.738 -2.109 -2.586 2.29 -1.57 -1.46 -0.362
S -4.605 -0.576 -1.844 2.65 -0.40 -0.55 0.796
H 6.581 -2.903 -1.506 -0.10 -0.28 2.41 0.082
H 7.545 -2.931 0.203 -2.16 -0.31 -1.46 0.063
H 6.408 -4.347 -0.307 0.10 2.73 0.18 0.051
H 5.471 -2.334 1.569 -0.26 0.10 -2.27 0.106
H 4.328 -3.110 0.285 1.88 1.79 0.32 0.094
H 5.715 -0.728 -1.117 -1.46 -0.01 1.75 0.106
H 3.857 -1.016 -0.761 2.38 0.35 0.86 0.107
H 3.782 0.254 1.349 2.12 0.26 -0.86 0.120
H 5.686 0.177 1.627 -1.72 0.17 -1.38 0.108
H 5.206 2.663 0.968 0.11 -1.77 -1.56 0.100
H 5.966 1.732 -0.599 -1.41 0.38 1.70 0.106
H 3.226 1.222 -1.037 1.01 2.34 0.26 0.096
H 2.960 2.856 -0.131 1.77 -1.12 -1.34 0.090
H 4.463 2.457 -3.049 -0.38 1.20 1.94 0.120
H 5.087 3.812 -1.790 -1.70 -1.58 -0.89 0.115
H 3.425 5.153 -2.839 -1.14 -2.15 0.66 0.105
H 2.294 4.382 -1.541 1.27 -0.82 -2.07 0.091
H 2.428 4.073 -4.802 -0.75 -1.23 2.48 0.092
H 0.937 4.078 -3.633 2.23 -0.88 -0.31 0.109
H 2.480 1.634 -4.831 -1.35 0.54 2.22 0.121
H 2.146 1.390 -2.926 -0.44 1.40 -2.01 0.103
H 0.346 0.406 -4.603 -0.48 2.43 1.05 0.111
H -0.213 2.144 -5.097 0.99 -1.04 1.87 0.122
H 0.448 3.223 -1.471 -2.03 -1.57 -0.25 0.063
H -1.326 3.177 0.656 -0.42 -1.44 -2.05 0.058
H -5.071 1.226 0.373 2.33 0.47 1.17 0.107
H -3.784 0.585 1.591 -0.38 2.00 -1.15 0.104
H -3.422 3.655 1.448 -1.52 -1.39 0.73 0.090
H -5.276 3.391 1.225 2.19 -1.00 1.11 0.142
H -3.268 4.133 6.000 -0.72 -2.06 0.16 0.042
H -4.649 2.748 6.167 2.38 0.72 -0.34 0.063
H -2.831 2.380 6.649 -1.30 1.25 -1.34 0.019
H -3.519 -0.061 3.663 1.90 1.15 1.07 0.040
H -1.622 0.344 3.600 -2.15 0.39 0.95 0.051
H -2.515 0.276 5.267 -0.33 0.50 -2.16 0.045
H -1.149 4.104 4.476 -0.86 -1.28 -1.86 0.058
H -1.755 4.293 2.700 0.43 -1.51 1.55 0.038
H -0.718 2.749 3.197 -1.68 1.77 0.60 0.052
H -3.101 0.087 -4.578 1.22 -0.75 0.57 0.132
H -0.836 -2.726 -5.120 -1.91 -0.80 1.69 0.098
H -1.430 -5.392 -4.338 -1.61 1.93 1.14 0.092
H -3.559 -5.969 -2.434 0.79 2.55 -1.04 0.098
H -4.313 -5.411 0.146 -1.89 -0.62 -0.45 0.057
H -4.451 -3.120 1.041 -1.61 1.02 -0.80 0.071
C -2.103 3.286 10.547 0.23 0.19 0.17 0.037
N -2.226 2.342 9.404 -0.13 -0.73 -0.83 -0.425
O -1.185 2.024 8.818 -1.56 0.31 0.63 0.047
O -3.364 1.946 9.128 1.78 0.48 0.35 0.043
H -1.051 3.550 10.676 -0.26 -0.15 -0.14 0.095
H -2.696 4.172 10.308 -0.01 -0.25 0.08 0.102
H -2.486 2.780 11.436 -0.06 0.13 -0.22 0.101
C -8.786 -3.590 0.578 0.25 -0.16 0.07 0.016
N -10.088 -3.757 -0.123 -0.74 -0.47 -0.66 -0.416
O -10.200 -4.723 -0.887 -0.11 1.58 1.13 0.063
O -10.961 -2.915 0.115 0.97 -1.16 -0.41 0.033
H -8.117 -4.398 0.276 -0.32 0.20 0.02 0.056
H -8.377 -2.621 0.286 -0.13 -0.14 0.14 0.094
H -8.982 -3.632 1.651 -0.02 0.15 -0.19 0.106
C -12.856 -1.299 2.236 -0.03 0.00 -0.31 0.026
N -13.098 -0.398 3.395 -0.26 0.71 0.77 -0.428
O -13.764 0.624 3.188 0.97 -1.37 0.55 0.050
O -12.612 -0.741 4.479 -0.75 0.63 -1.46 0.045
H -13.338 -0.875 1.352 0.11 -0.04 0.31 0.099
H -11.776 -1.366 2.090 -0.24 -0.11 0.09 0.086
H -13.286 -2.272 2.480 0.21 0.16 0.02 0.103
C 2.790 5.752 2.125 0.29 0.16 0.06 0.042
N 2.215 4.381 2.187 -0.21 -1.10 0.14 -0.415
O 2.964 3.469 2.559 -1.30 1.19 -0.58 0.050
O 1.029 4.258 1.859 1.69 0.02 0.38 0.022
H 3.836 5.711 2.438 -0.29 -0.12 -0.07 0.098
H 2.711 6.096 1.092 -0.12 -0.04 0.20 0.099
H 2.210 6.383 2.800 0.00 -0.11 -0.23 0.101
C 4.330 6.242 -7.797 0.09 0.05 -0.33 0.039
N 4.345 5.210 -6.725 0.14 -0.90 0.64 -0.414
O 4.841 4.111 -7.004 -0.80 1.53 0.65 0.061
O 3.860 5.531 -5.635 0.82 -0.47 -1.52 0.028
H 4.787 5.823 -8.697 -0.11 0.00 0.31 0.097
H 3.288 6.509 -7.982 0.20 0.03 0.16 0.102
H 4.903 7.099 -7.437 -0.23 -0.13 0.01 0.102
C -0.517 -4.439 -0.654 -0.22 -0.15 -0.21 0.028
N 0.970 -4.460 -0.700 1.08 0.01 0.04 -0.420
O 1.498 -4.983 -1.688 -0.49 0.75 1.43 0.045
O 1.565 -3.951 0.257 -0.69 -0.79 -1.49 0.046
H -0.905 -4.918 -1.555 0.24 0.21 0.26 0.053
H -0.827 -4.987 0.238 0.13 0.20 -0.04 0.099
H -0.830 -3.394 -0.607 0.06 -0.16 0.06 0.105
C 11.461 -4.447 -0.218 0.31 0.09 -0.11 0.039
N 10.268 -3.949 0.520 -0.83 0.41 0.55 -0.421
O 10.334 -2.812 1.002 -0.34 -1.63 -0.59 0.051
O 9.300 -4.714 0.595 1.37 1.19 0.01 0.037
H 12.233 -3.674 -0.204 -0.30 -0.13 0.07 0.095
H 11.809 -5.349 0.289 -0.18 0.09 -0.17 0.102
H 11.149 -4.662 -1.242 -0.01 -0.10 0.24 0.103
C 6.163 -6.261 -2.348 -0.30 0.13 -0.04 0.031
N 7.467 -6.457 -3.038 0.90 -0.09 -0.51 -0.422
O 7.728 -5.701 -3.981 -0.12 -1.16 1.29 0.046
O 8.192 -7.363 -2.613 -0.90 1.35 -0.74 0.044
H 5.632 -5.434 -2.825 0.24 -0.20 0.09 0.099
H 5.597 -7.189 -2.445 0.19 0.11 0.11 0.102
H 6.375 -6.031 -1.302 -0.02 -0.24 -0.26 0.073
```
Positions in Å, forces in eV/Å.

## Properties
Structure (SMILES): CCCCCCCCCCCc1ccc(CCO[Si](C)(C)C)c2c1Nc1cccc(P(O)O)c1S2.C[N+](=O)[O-].C[N+](=O)[O-].C[N+](=O)[O-].C[N+](=O)[O-].C[N+](=O)[O-].C[N+](=O)[O-].C[N+](=O)[O-].C[N+](=O)[O-]
Energy above the lowest of the compared OMol25 structures with the same formula, charge and spin (kJ/mol): 1916.4
E_HOMO (eV): -8.1
Kohn-Sham gap (eV): 7.3